[1]
The following is a DFT calculation (wB97M-V/def2-TZVPD) of 2 unconnected molecules or ions with the total composition C2H8ClN2OP at a distorted geometry.

Each line ends with the Mulliken charge.
Atoms and positions in Å:
C: -2.821 1.196 -0.137  -0.74
C: 2.903 -2.063 0.405  -0.25
N: -1.579 2.010 -0.316  -0.39
N: 2.775 -1.128 -0.427  -0.41
O: -0.057 -0.081 -1.027  -0.41
P: -0.057 1.140 0.037  0.23
Cl: -0.275 -0.020 1.626  -0.23
H: -3.660 1.879 -0.200  0.31
H: -2.823 0.408 -0.950  0.24
H: -2.825 0.664 0.791  0.32
H: 0.560 -0.781 -0.814  0.33
H: 2.045 -2.545 0.847  0.19
H: 3.744 -2.630 0.597  0.29
H: -1.563 2.737 0.390  0.31
H: 3.632 -0.787 -0.821  0.21

## Properties
- E_HOMO (eV) = -8.60
- ΔE to the lowest compared entry with this formula, charge and spin (eV) = 1.618
- E (a.u.) = -1067.3049
- gap between HOMO and LUMO (eV) = 9.436
- LUMO (hartree) = 0.03080
- SMILES = CNP(O)Cl.C=N


[2]
The following is a DFT calculation (wB97M-V/def2-TZVPD) of a molecular structure, C2H8FInNO5 at a distorted geometry.

Each line ends with the Mulliken charge.
Atoms and positions in Å:
In: -1.597 -1.230 0.383  1.34
N: 0.966 1.701 -0.836  0.98
O: 1.728 2.354 -0.192  -0.40
O: 0.571 1.944 -1.972  -0.40
O: 0.466 0.640 -0.341  -0.29
F: -1.544 -3.659 1.742  -0.46
C: -1.921 2.493 0.267  -0.58
O: -1.931 1.485 1.295  -0.45
H: -1.702 2.031 -0.692  0.21
H: -2.870 3.030 0.230  0.32
H: -1.170 3.268 0.447  0.30
H: -1.872 2.015 2.100  0.30
C: 2.040 -2.505 -0.636  -0.62
O: 0.844 -2.600 0.146  -0.38
H: 2.118 -3.329 -1.347  0.30
H: 2.183 -1.612 -1.239  0.24
H: 2.861 -2.557 0.084  0.31
H: 0.829 -3.472 0.561  0.29

## Properties
- E_HOMO (eV) = -14.22
- ΔE to the lowest compared entry with this formula, charge and spin (eV) = 0.145
- E (a.u.) = -801.2806
- charge = +1
- gap between HOMO and LUMO (eV) = 3.566
- LUMO (hartree) = -0.39144


[3]
The following is a DFT calculation (wB97M-V/def2-TZVPD) of 2 unconnected molecules or ions with the total composition C2H8IN2 at a distorted geometry.

Each line ends with the Mulliken charge.
Atoms and positions in Å:
C: 1.031 -0.769 -0.217  -0.75
C: -1.270 0.342 0.356  -0.46
N: -0.834 1.610 -0.129  -0.57
N: -0.453 -0.778 -0.309  -0.23
I: -3.330 -0.071 0.166  0.25
H: 1.415 -0.296 -1.150  0.31
H: 1.393 -0.181 0.652  0.29
H: 1.452 -1.942 -0.083  0.33
H: -0.992 -0.041 1.739  0.40
H: -0.303 1.980 0.663  0.29
H: -1.655 2.210 -0.322  0.32
H: -0.656 -1.766 0.156  0.43
H: -0.731 -0.759 -1.285  0.38

## Properties
- E_HOMO (eV) = -14.03
- ΔE to the lowest compared entry with this formula, charge and spin (eV) = 2.482
- E (a.u.) = -487.8717
- charge = +1
- gap between HOMO and LUMO (eV) = 10.038
- LUMO (hartree) = -0.14687


[4]
The following is a DFT calculation (wB97M-V/def2-TZVPD) of a gas-phase ion, C2H8N (charge +1).

Each line ends with the Mulliken charge.
Atoms and positions in Å:
C: 1.177 0.087 -0.548  -0.73
N: -0.334 0.008 -0.439  -0.19
C: -0.858 -0.066 0.969  -0.95
H: 1.499 -0.658 -1.263  0.36
H: 1.582 -0.147 0.424  0.30
H: 1.431 1.057 -0.954  0.33
H: -0.702 0.877 -0.829  0.37
H: -0.736 -0.726 -1.025  0.37
H: -0.590 -1.020 1.404  0.38
H: -0.461 0.777 1.516  0.41
H: -1.939 0.020 0.926  0.36

## Properties
- E_HOMO (eV) = -18.93
- ΔE to the lowest compared entry with this formula, charge and spin (eV) = 0.316
- E (a.u.) = -135.4892
- charge = +1
- gap between HOMO and LUMO (eV) = 15.155
- LUMO (hartree) = -0.13892
- SMILES = C[NH2+]C


[5]
The following is a DFT calculation (wB97M-V/def2-TZVPD) of 2 unconnected molecules or ions with the total composition C2H8N2 at a distorted geometry.

Each line ends with the Mulliken spin population.
Atoms and positions in Å:
C: 3.027 -0.758 0.869  1.05
N: 2.704 0.607 0.371  0.27
H: 2.694 -1.002 1.877  -0.21
H: 4.119 -0.893 1.001  -0.09
H: 2.588 -1.523 0.193  -0.34
H: 3.035 0.522 -0.578  -0.22
H: 2.989 1.251 1.086  -0.14
C: -4.335 0.173 -1.331  0.93
N: -4.464 1.042 -0.378  0.14
H: -4.755 0.546 -2.265  -0.01
H: -3.499 -0.589 -1.338  -0.39
H: -4.102 0.624 0.491  0.00

## Properties
- E_HOMO (spin up / spin down) (eV) = 1.45 / -4.97
- 2S+1 = 2
- ΔE to the lowest compared entry with this formula, charge and spin (eV) = 1.741
- E (a.u.) = -190.3816
- <S²> = 0.752
- charge = -1
- gap between HOMO and LUMO (spin up / spin down) (eV) = 2.125 / 8.990
- LUMO (spin up / spin down) (hartree) = 0.13127 / 0.14792


[6]
The following is a DFT calculation (wB97M-V/def2-TZVPD) of C2H8N2 in the gas phase at a distorted geometry.

Each line ends with the Mulliken charge.
Atoms and positions in Å:
N: -0.478 1.489 -0.001  -0.58
C: -1.029 0.095 0.041  -0.75
C: 0.022 -0.996 -0.374  -0.41
N: 1.307 -0.510 0.256  -0.52
H: 0.199 1.500 -0.735  0.27
H: -0.125 1.556 1.006  0.26
H: -1.739 0.127 -0.834  0.27
H: -1.319 -0.085 0.984  0.48
H: -0.267 -2.019 -0.038  0.30
H: 0.183 -1.031 -1.409  0.34
H: 1.271 -0.340 1.228  0.15
H: 2.038 -1.155 0.017  0.19

## Properties
- E_HOMO (eV) = -8.92
- ΔE to the lowest compared entry with this formula, charge and spin (eV) = 1.001
- E (a.u.) = -190.4621
- gap between HOMO and LUMO (eV) = 9.990
- LUMO (hartree) = 0.03945
- SMILES = NCCN